1.
Computed, not measured: C17H28N4O3 in the gas phase, with ωB97M-V/def2-TZVPD.

Calculated values
- ΔE to the lowest compared entry with this formula, charge and spin (kJ/mol) = 45.73
- total charge = 0
- orbital gap (eV) = 9.2497
- SMILES = CCCCN1C(=O)NC(=O)/C(=C(\C)NCCN2CCCCC2)C1=O
- DFT total energy (Ha) = -1109.423197
- LUMO (eV) = 0.62

Last column: natural (NBO) charge in e.
CARTESIAN COORDINATES (ANGSTROEM)
C -5.70632 -1.97424 0.02429  -0.608
C -4.24232 -2.32488 0.26261  -0.391
C -3.28569 -1.20562 -0.14396  -0.402
C -3.44077 0.04228 0.72428  -0.226
N -2.44891 1.04784 0.36361  -0.464
C -2.80816 1.95755 -0.60520  0.802
O -3.89258 1.96807 -1.13808  -0.617
N -1.83409 2.86801 -0.91053  -0.642
C -0.54025 2.95616 -0.41193  0.687
O 0.15666 3.86275 -0.83271  -0.632
C -0.19470 1.94402 0.56605  -0.453
C 1.11794 1.81030 1.06664  0.451
C 2.27015 2.58857 0.52560  -0.716
N 1.36057 0.96926 2.05857  -0.545
C 2.64136 0.44113 2.43737  -0.221
C 2.90105 -0.87956 1.67707  -0.217
N 2.73464 -0.66187 0.25188  -0.477
C 1.55740 -1.30003 -0.31022  -0.220
C 1.28099 -0.73785 -1.70093  -0.406
C 2.48227 -0.98785 -2.60593  -0.398
C 3.72645 -0.38841 -1.96007  -0.402
C 3.91017 -0.94390 -0.54927  -0.210
C -1.21472 1.00541 0.98686  0.690
O -1.04718 0.14311 1.85650  -0.677
H -6.02955 -1.17240 0.68221  0.201
H -5.85728 -1.65566 -1.00435  0.206
H -6.33624 -2.84081 0.21234  0.209
H -4.08912 -2.56350 1.31736  0.195
H -3.99247 -3.21604 -0.31780  0.202
H -3.46150 -0.93202 -1.18657  0.206
H -2.25700 -1.56335 -0.05217  0.206
H -4.42098 0.49459 0.57479  0.231
H -3.29238 -0.20756 1.77630  0.227
H -2.08129 3.56953 -1.59944  0.430
H 2.97658 1.89706 0.07198  0.246
H 1.93958 3.30960 -0.21207  0.287
H 2.76933 3.11938 1.33471  0.228
H 0.53980 0.41348 2.33914  0.447
H 3.43211 1.15563 2.21341  0.206
H 2.63243 0.24646 3.51282  0.207
H 3.91351 -1.22194 1.91015  0.201
H 2.19909 -1.63825 2.04099  0.191
H 0.70516 -1.10468 0.34267  0.213
H 1.69235 -2.39571 -0.37949  0.162
H 1.10092 0.33564 -1.62015  0.205
H 0.38541 -1.20661 -2.11201  0.212
H 2.31674 -0.54418 -3.58870  0.212
H 2.62108 -2.06367 -2.73919  0.194
H 3.61494 0.69587 -1.90727  0.200
H 4.61351 -0.61250 -2.55490  0.210
H 4.77441 -0.46812 -0.07766  0.198
H 4.10690 -2.03051 -0.60955  0.162

=====

2.
Computed, not measured: a molecular structure, C17H28N4PbS13, with ωB97M-V/def2-TZVPD.

Calculated values
- total charge = -2
- orbital gap (eV) = 4.8909
- DFT total energy (Ha) = -6253.011020
- LUMO (eV) = 3.48

Last column: natural (NBO) charge in e.
CARTESIAN COORDINATES (ANGSTROEM)
Pb -0.47381 -0.62313 2.02443  1.054
C 2.18474 1.09877 -3.30838  -0.556
C 3.24958 1.15408 -2.24765  -0.550
S 2.57091 0.33575 -0.78306  0.233
C 4.16784 0.04220 0.12805  -0.512
C 3.76319 -0.28362 1.55776  -0.560
S 2.78390 0.89939 2.59610  0.242
C 2.91147 2.50477 1.83863  -0.570
C 1.58583 3.25464 1.89018  -0.563
S 0.37073 2.96667 0.60743  0.285
C 1.33984 3.61344 -0.74652  -0.562
C 0.72872 3.32623 -2.09213  -0.553
S 0.58642 1.64298 -2.68225  0.229
H 2.01584 0.00033 -3.53318  0.247
H 2.53566 1.66278 -4.17051  0.202
H 3.52880 2.24113 -2.07617  0.186
H 4.12967 0.58216 -2.59203  0.213
H 4.78366 0.90935 0.00119  0.191
H 4.71908 -0.78816 -0.23943  0.221
H 4.65626 -0.52364 2.17157  0.207
H 3.17622 -1.18102 1.55332  0.292
H 3.25380 2.34847 0.77974  0.221
H 3.70544 3.11989 2.26395  0.199
H 1.74320 4.33488 1.92464  0.196
H 1.03904 3.04477 2.77145  0.278
H 2.38784 3.32455 -0.79204  0.205
H 1.28519 4.67744 -0.62403  0.203
H 1.08527 3.97027 -2.86346  0.207
H -0.34513 3.57524 -1.91486  0.235
S 1.80254 -3.00577 0.73813  -0.714
S 1.79710 -4.15007 2.47706  -0.095
S 1.26205 -2.95472 4.04156  -0.081
S -0.79936 -2.58937 3.89594  -0.649
S -5.63722 4.32023 5.22475  -0.289
C -4.49660 3.29366 4.49149  -0.561
S -2.83379 3.31274 4.99619  0.446
C -2.24143 2.00981 3.93241  -0.393
C -3.23284 1.44573 3.16940  -0.443
S -3.17828 0.00150 2.18918  -0.449
S -4.80649 2.12765 3.29807  0.516
S -0.60343 1.45721 3.96933  -0.413
C -2.04483 -2.97494 0.09275  -0.108
N -1.77503 -1.62010 -0.38615  -0.495
C -2.95360 -1.14506 -1.18081  -0.085
N -3.31267 -2.05211 -2.24931  -0.481
C -3.54504 -3.37881 -1.69056  -0.070
N -2.37611 -3.90592 -1.00495  -0.475
C -1.25859 -3.96761 -1.95939  -0.086
N -0.96725 -2.63712 -2.53958  -0.474
C -0.67104 -1.71294 -1.41998  -0.117
C -2.21626 -2.20684 -3.16023  -0.070
H -2.87274 -2.99913 0.83276  0.209
H -1.20984 -3.37717 0.65376  0.248
H -2.71219 -0.13142 -1.49220  0.204
H -3.72271 -1.05980 -0.44245  0.214
H -3.87960 -4.06894 -2.49367  0.180
H -4.29852 -3.23039 -0.93699  0.193
H -1.47604 -4.63172 -2.79897  0.174
H -0.38355 -4.36757 -1.40523  0.230
H -0.44348 -0.70528 -1.82764  0.204
H 0.18330 -2.00580 -0.86054  0.249
H -2.52621 -3.02744 -3.86543  0.171
H -2.03946 -1.29307 -3.73143  0.191

=====

3.
Computed, not measured: C17H28N6O3 in the gas phase, with ωB97M-V/def2-TZVPD.

Calculated values
- ΔE to the lowest compared entry with this formula, charge and spin (kJ/mol) = 0.00
- total charge = 0
- orbital gap (eV) = 8.9098
- SMILES = CCOCCn1c(CN2CCN(C)CC2)nc2c1c(=O)n(C)c(=O)n2C
- DFT total energy (Ha) = -1218.891405
- LUMO (eV) = 0.69

Last column: natural (NBO) charge in e.
CARTESIAN COORDINATES (ANGSTROEM)
C 3.05992 -1.05694 -4.31116  -0.642
C 1.89186 -0.94268 -3.33559  -0.054
O 2.17059 -0.15584 -2.19754  -0.554
C 3.09261 -0.72437 -1.29314  -0.069
C 2.99013 0.01904 0.04063  -0.236
N 1.70579 -0.19210 0.65306  -0.313
C 0.57253 0.54090 0.54348  0.413
C 0.51281 1.81162 -0.25273  -0.266
N -0.79630 2.36043 -0.50404  -0.439
C -1.66336 1.47546 -1.26015  -0.235
C -2.90973 2.24496 -1.68368  -0.225
N -3.61288 2.72366 -0.50895  -0.435
C -4.85415 3.37828 -0.85439  -0.404
C -2.73890 3.59308 0.25530  -0.225
C -1.49155 2.82682 0.68285  -0.236
N -0.43777 0.00322 1.20503  -0.542
C 0.05171 -1.12942 1.75338  0.424
C 1.38729 -1.29016 1.42630  -0.116
C 2.15672 -2.40459 1.87695  0.653
O 3.33059 -2.63762 1.64557  -0.632
N 1.38736 -3.27048 2.65961  -0.453
C 2.08874 -4.43788 3.16836  -0.418
C 0.04781 -3.13761 3.00670  0.793
O -0.52312 -3.95536 3.69646  -0.636
N -0.61330 -2.03050 2.52276  -0.426
C -2.00730 -1.83782 2.86043  -0.409
H 3.87357 -1.63553 -3.88070  0.206
H 2.72546 -1.55286 -5.21790  0.218
H 3.42880 -0.06656 -4.56637  0.213
H 1.56668 -1.94656 -3.02271  0.163
H 1.05140 -0.43688 -3.81804  0.187
H 2.86867 -1.78875 -1.13476  0.182
H 4.12085 -0.63626 -1.66859  0.178
H 3.14112 1.08732 -0.12054  0.215
H 3.75497 -0.37505 0.71369  0.249
H 1.10221 2.57716 0.26852  0.214
H 0.98838 1.61661 -1.22017  0.244
H -1.12322 1.13101 -2.14542  0.197
H -1.96659 0.60322 -0.66285  0.194
H -3.57575 1.58348 -2.24327  0.200
H -2.61076 3.08158 -2.34151  0.163
H -5.49106 2.67510 -1.38949  0.199
H -4.70676 4.26908 -1.48681  0.162
H -5.36275 3.68255 0.05946  0.199
H -3.27765 3.93712 1.14154  0.200
H -2.43501 4.47610 -0.33644  0.163
H -0.82708 3.49327 1.23843  0.195
H -1.78466 1.98974 1.33108  0.203
H 2.48310 -5.01723 2.33364  0.212
H 2.92273 -4.11811 3.79308  0.212
H 1.38602 -5.03155 3.74663  0.246
H -2.54032 -2.77969 2.73553  0.226
H -2.40640 -1.07356 2.19895  0.232
H -2.10403 -1.51888 3.89953  0.207